Density functional theory data (the ωB97M-V functional and the def2-TZVPD basis) for a structure of composition C44H81ClN14OP in a non-equilibrium geometry.

Summary:
2S+1 ... 1
Orbital gap ... 0.2471 Ha
Charge ... +1

Structure (XYZ):
```
142
Properties=species:S:1:pos:R:3:forces:R:3
Cl -0.91700 9.24589 1.02783 0.12 0.28 0.14
P -1.68313 7.40221 0.62411 0.25 -0.03 -0.22
O -1.69166 7.47277 -0.98338 -0.47 -0.53 0.18
N -0.12199 6.47309 0.68483 0.10 -0.18 0.78
N 0.25368 3.64346 3.96335 -0.05 0.12 -0.02
N -4.81315 -2.70889 0.02616 -3.04 -7.12 -5.20
N -1.01815 -5.82967 2.60414 -0.05 0.02 0.02
N 0.20487 6.96361 2.95681 0.15 0.06 -0.49
N -1.43591 -7.72340 -2.57272 -0.11 -0.10 0.14
N -8.18993 -4.08967 -4.12617 0.08 -0.01 0.16
N 2.25017 -0.60897 -3.92160 0.05 0.01 -0.02
N 2.02383 4.78384 0.68126 -0.29 0.31 -0.15
N 6.67044 7.03460 4.18541 -0.17 0.06 -0.02
N 1.76551 5.59918 1.81093 -0.03 0.78 -0.81
N 4.95651 4.30244 -0.12833 -0.15 0.06 -0.04
N -3.30765 -3.39977 -3.66248 1.25 0.13 1.20
N -1.49436 -2.17845 0.65328 0.55 0.07 -0.12
C 8.33500 5.49756 -1.38452 -0.03 0.01 -0.02
C 4.46282 6.05135 7.09929 -0.17 -0.04 -0.09
C -5.81824 -3.71110 -6.65202 0.11 0.12 -0.11
C 5.48795 5.30314 -0.32046 0.11 -0.03 0.19
C 7.20893 6.48116 -1.67471 0.08 -0.06 0.02
C -3.83642 -1.20976 1.25800 2.51 4.29 3.01
C -2.62237 -1.15718 -2.52248 -0.02 0.16 0.08
C -1.23885 -0.25549 -4.43853 -0.09 0.09 -0.02
C -0.91697 -6.84305 2.07386 0.04 0.00 0.02
C 0.80529 -0.08954 2.98833 -0.03 0.03 0.02
C 6.56543 5.14256 5.98155 -0.15 0.00 0.00
C -4.28036 -3.06636 2.92734 -0.07 -0.07 0.18
C 4.88226 0.72127 -2.04361 0.06 -0.09 0.03
C -2.99593 -2.41495 -3.16329 0.07 0.12 0.16
C -2.13452 -8.66008 0.88205 -0.14 -0.10 0.06
C 0.74909 -6.35624 -2.16772 -0.30 0.26 0.44
C -0.78416 -4.41857 -1.72699 0.06 0.03 0.09
C 2.89419 6.54984 2.14763 -0.35 0.08 0.43
C -7.18143 -3.09584 -6.31823 0.03 -0.03 -0.13
C 0.21300 2.93854 3.05680 0.08 0.14 -0.10
C -0.21045 0.64669 2.12650 0.07 -0.07 0.12
C 0.61682 6.32580 1.76188 0.03 -0.44 0.63
C -2.50225 -1.69367 0.91343 -1.14 0.15 0.23
C 2.73684 -0.05860 -3.03961 -0.06 -0.04 0.07
C -4.24555 -5.85710 -1.98125 -0.14 -0.06 0.05
C 6.63775 6.23218 5.00625 0.30 -0.11 -0.11
C 6.19356 6.56771 -0.52602 0.06 0.09 -0.15
C -5.48400 -5.94042 -1.10127 0.23 -0.05 0.04
C -2.42671 -0.00947 -3.51669 0.11 -0.05 -0.06
C 1.23641 7.84789 3.56398 0.26 -0.09 0.24
C -4.75284 -3.37274 -5.61969 -0.87 -0.23 -0.73
C 0.17637 2.10509 1.85495 -0.14 -0.25 -0.08
C 5.09883 4.88919 6.34604 -0.07 -0.02 0.17
C -5.44164 -3.54160 -0.45579 -0.60 -0.43 -0.42
C 2.64391 7.23264 3.48295 0.20 -0.06 0.10
C 5.54518 -0.64974 -2.00163 0.00 0.03 -0.03
C -3.08445 -9.01271 2.01926 -0.01 0.06 -0.02
C -6.24554 -4.60788 -1.06079 -0.02 -0.13 0.10
C -7.74207 -3.63919 -5.08207 -0.06 0.02 -0.06
C -0.47412 -7.12626 -2.38682 0.46 -0.63 -0.61
C -4.20323 -1.56042 2.70555 0.19 0.05 -0.13
C 0.33436 -5.27598 -1.15306 0.15 0.22 -0.10
C 3.35702 0.64106 -1.91377 0.07 0.10 0.03
C -0.79044 -8.12312 1.37648 0.02 -0.06 -0.10
H 9.05958 5.49712 -2.19686 0.01 -0.01 -0.01
H -3.47263 -1.11569 3.38584 -0.05 -0.07 0.16
H 5.29793 -1.17631 -1.07796 0.00 0.00 0.00
H -1.63686 -5.04566 -1.98765 0.12 0.11 -0.09
H 4.48120 6.96836 6.50662 0.03 0.02 0.02
H -2.26112 0.90426 -2.94069 -0.03 -0.02 0.03
H 5.45216 7.34421 -0.72472 -0.02 -0.02 0.00
H 2.80046 6.50205 4.28638 -0.17 0.10 -0.14
H -0.31644 -8.83934 2.05071 -0.01 0.02 0.04
H 6.69490 6.83153 0.40797 -0.01 -0.05 0.03
H -3.34078 0.14414 -4.09272 -0.03 -0.02 -0.01
H 4.96245 6.25168 8.04742 0.10 -0.03 -0.03
H -0.30610 0.13890 1.16760 -0.05 0.03 -0.02
H -4.63259 -2.29291 -5.51454 -0.05 0.03 -0.03
H -4.00942 -9.43422 1.62734 -0.02 -0.01 0.01
H 1.15615 2.15191 1.37732 0.05 0.03 0.05
H -0.11150 -7.98169 0.53393 0.02 0.03 -0.01
H -1.39428 -1.13531 -5.06410 -0.01 -0.03 0.01
H -2.59510 -7.92894 0.21582 0.04 0.02 -0.03
H -4.55146 -1.67193 0.57142 1.14 2.81 1.54
H 6.62912 -0.55538 -2.05186 0.01 -0.01 0.00
H 4.55339 4.69135 5.42004 -0.07 -0.02 0.04
H 0.13578 5.95654 -0.14746 0.10 -0.19 -0.01
H 2.92316 1.64132 -1.85806 0.00 0.00 -0.02
H -6.16374 -6.71116 -1.46677 -0.07 0.08 -0.01
H -1.70167 -1.32470 -1.95940 -0.03 -0.07 0.03
H 7.61492 7.48074 -1.83052 -0.01 0.02 0.02
H -5.00171 -3.52370 2.24847 0.05 -0.02 0.22
H 1.79604 -0.07164 2.52887 0.02 0.00 0.00
H 0.01022 6.22157 3.63039 -0.03 -0.21 -0.15
H -1.07441 0.59571 -5.09954 0.01 -0.01 -0.02
H -4.50709 -5.55817 -2.99784 0.04 0.00 0.06
H 1.08384 -5.92363 -3.11112 -0.09 0.03 -0.02
H -1.12116 -3.69343 -0.99327 0.02 0.08 0.01
H 7.95725 4.47957 -1.27662 -0.01 0.00 0.01
H -3.54576 -5.11756 -1.58669 -0.12 -0.03 -0.05
H -0.32628 -0.41232 -3.86430 0.02 -0.02 -0.03
H -6.52886 -4.30654 -2.07120 0.03 0.12 -0.01
H -1.19260 0.61233 2.60237 -0.02 0.02 -0.06
H -3.31331 -3.54481 2.76166 0.01 0.00 -0.03
H -0.89941 7.80782 -1.41007 0.18 0.33 -0.20
H 6.69226 6.20201 -2.59429 -0.03 0.02 0.00
H 7.15975 5.38768 6.86242 -0.01 0.10 -0.01
H 1.18371 8.84313 3.11327 0.02 -0.23 -0.18
H 5.02663 3.98389 6.94930 0.11 -0.03 -0.02
H 0.95389 7.96750 4.61363 -0.01 0.05 -0.21
H 1.54990 -6.99673 -1.79613 -0.11 -0.09 0.02
H 1.19354 -4.67666 -0.84687 0.02 0.01 -0.12
H 8.86145 5.76302 -0.46658 0.00 0.01 0.01
H 5.22603 -1.26970 -2.84024 -0.02 -0.01 0.00
H -1.93617 -9.54648 0.27849 0.03 0.02 -0.04
H -5.00224 -3.77484 -4.63742 -0.28 0.03 -0.51
H 0.88331 0.35387 3.98290 0.02 0.02 0.00
H -3.72442 -6.81042 -2.04067 -0.02 -0.04 0.05
H 3.81763 5.97193 2.14718 -0.09 0.04 0.01
H 2.91083 7.29926 1.34145 0.28 -0.16 -0.01
H -7.09403 -2.01311 -6.20994 0.00 0.01 0.04
H -4.58861 -3.28594 3.94937 0.01 -0.03 0.02
H -3.40039 -0.92100 -1.79370 -0.01 -0.01 0.02
H -0.46768 -3.89250 -2.63085 0.04 -0.01 -0.01
H -0.53223 2.55773 1.15849 -0.01 0.06 0.03
H 2.82777 4.20749 0.91204 -0.05 -0.12 0.03
H 0.51209 -1.13138 3.10726 0.00 -0.01 -0.02
H -5.16550 -1.09590 2.92596 -0.05 0.01 0.01
H -0.03301 -5.77407 -0.25757 0.04 0.01 0.14
H 5.25414 1.34201 -1.22682 -0.03 0.03 0.00
H -7.17057 -4.70342 -0.49068 0.00 0.08 0.07
H -5.92513 -4.79353 -6.74075 -0.02 -0.01 -0.01
H 3.41524 8.00168 3.60602 -0.16 -0.06 0.06
H 3.42280 5.82003 7.33087 -0.02 0.03 -0.01
H -3.78597 -3.78507 -5.89973 -0.12 -0.05 -0.02
H 5.13702 1.23090 -2.97442 -0.02 0.03 0.00
H -3.34333 -8.13101 2.60817 0.02 0.00 0.02
H 3.08369 0.11932 -0.99387 -0.01 -0.04 -0.02
H -5.51733 -3.34151 -7.63381 -0.07 0.00 -0.06
H -3.87083 -0.13062 1.08945 0.36 0.36 0.35
H -5.19849 -6.22422 -0.08541 -0.06 -0.01 0.03
H 2.34345 5.35314 -0.10552 0.12 0.08 0.06
H 7.01394 4.25860 5.52681 0.01 0.01 -0.03
H -2.64010 -9.74929 2.69142 0.00 0.00 0.00
H -7.89779 -3.28075 -7.11999 -0.04 -0.01 0.03
```
Positions in Å, forces in eV/Å.